# 1
# C48H72ClO28

13 unconnected molecules or ions with the total composition C48H72ClO28 (ωB97M-V/def2-TZVPD, the OMol25 dataset).

Computed properties:
- Total charge: -1
- HOMO level: -7.50 eV
- LUMO energy: 1.64 eV

Last columns: bonded neighbours and bond lengths (Å).
Cartesian coordinates (Å):
1 Cl 0.187 0.078 -0.341  O2 1.447, O3 1.436, O4 1.459, O5 1.450
2 O 1.084 -0.761 0.423  Cl1 1.447
3 O 0.782 1.360 -0.591  Cl1 1.436
4 O -0.104 -0.631 -1.583  Cl1 1.459
5 O -1.072 0.230 0.364  Cl1 1.450
6 O 2.652 3.616 4.582  C7 1.199
7 C 1.882 2.731 4.333  O6 1.199, O8 1.349, C11 1.511
8 O 1.749 2.222 3.091  C7 1.349, C9 1.466
9 C 0.493 1.474 2.989  O8 1.466, C10 1.522, H12 1.086, H13 1.079
10 C 0.202 0.994 4.404  C9 1.522, C11 1.534, H14 1.088, H15 1.089
11 C 1.005 1.956 5.288  C7 1.511, C10 1.534, H16 1.093, H17 1.087
12 H 0.715 0.692 2.268  C9 1.086
13 H -0.232 2.140 2.547  C9 1.079
14 H 0.477 -0.048 4.551  C10 1.088
15 H -0.851 1.085 4.666  C10 1.089
16 H 1.677 1.398 5.943  C11 1.093
17 H 0.437 2.644 5.910  C11 1.087
18 O 6.342 -0.689 0.619  C19 1.184
19 C 5.499 -0.832 1.438  O18 1.184, O20 1.384, C23 1.518
20 O 5.635 -1.758 2.456  C19 1.384, C21 1.421
21 C 4.485 -1.738 3.290  O20 1.421, C22 1.531, H24 1.090, H25 1.090
22 C 3.784 -0.402 3.032  C21 1.531, C23 1.518, H26 1.089, H27 1.093
23 C 4.154 -0.144 1.583  C19 1.518, C22 1.518, H28 1.085, H29 1.096
24 H 4.795 -1.805 4.333  C21 1.090
25 H 3.827 -2.569 3.035  C21 1.090
26 H 4.132 0.406 3.675  C22 1.089
27 H 2.709 -0.537 3.173  C22 1.093
28 H 4.196 0.883 1.236  C23 1.085
29 H 3.500 -0.682 0.887  C23 1.096
30 O 0.879 7.490 1.906  C31 1.194
31 C 1.226 6.575 1.223  O30 1.194, O32 1.355, C35 1.507
32 O 0.344 5.705 0.675  C31 1.355, C33 1.447
33 C 0.971 4.887 -0.341  O32 1.447, C34 1.533, H36 1.089, H37 1.091
34 C 2.437 5.326 -0.427  C33 1.533, C35 1.533, H38 1.091, H39 1.088
35 C 2.623 6.143 0.857  C31 1.507, C34 1.533, H40 1.084, H41 1.098
36 H 0.461 5.013 -1.295  C33 1.089
37 H 0.839 3.861 0.005  C33 1.091
38 H 2.614 5.955 -1.301  C34 1.091
39 H 3.097 4.464 -0.510  C34 1.088
40 H 3.378 6.920 0.833  C35 1.084
41 H 2.934 5.452 1.652  C35 1.098
42 O 5.899 -2.853 -1.544  C43 1.192
43 C 4.869 -3.428 -1.372  O42 1.192, O44 1.359, C47 1.524
44 O 3.646 -2.848 -1.486  C43 1.359, C45 1.428
45 C 2.618 -3.674 -0.937  O44 1.428, C46 1.534, H48 1.093, H49 1.088
46 C 3.326 -4.772 -0.132  C45 1.534, C47 1.529, H50 1.089, H51 1.095
47 C 4.732 -4.804 -0.732  C43 1.524, C46 1.529, H52 1.090, H53 1.088
48 H 2.006 -4.163 -1.699  C45 1.093
49 H 1.926 -3.102 -0.323  C45 1.088
50 H 2.800 -5.725 -0.138  C46 1.089
51 H 3.397 -4.486 0.922  C46 1.095
52 H 4.934 -5.610 -1.437  C47 1.090
53 H 5.489 -4.886 0.045  C47 1.088
54 O 5.411 0.232 -2.032  C55 1.186
55 C 4.463 0.796 -2.467  O54 1.186, O56 1.355, C59 1.507
56 O 4.404 2.140 -2.626  C55 1.355, C57 1.434
57 C 3.201 2.542 -3.295  O56 1.434, C58 1.529, H60 1.088, H61 1.094
58 C 2.502 1.266 -3.765  C57 1.529, C59 1.545, H62 1.094, H63 1.087
59 C 3.189 0.150 -2.947  C55 1.507, C58 1.545, H64 1.088, H65 1.088
60 H 3.484 3.202 -4.112  C57 1.088
61 H 2.617 3.099 -2.556  C57 1.094
62 H 2.711 1.109 -4.827  C58 1.094
63 H 1.417 1.232 -3.722  C58 1.087
64 H 3.364 -0.689 -3.617  C59 1.088
65 H 2.597 -0.240 -2.121  C59 1.088
66 O -2.029 3.059 3.778  C67 1.204
67 C -2.357 3.709 2.819  O66 1.204, O68 1.336, C71 1.516
68 O -3.026 4.859 2.941  C67 1.336, C69 1.459
69 C -3.556 5.326 1.664  O68 1.459, C70 1.530, H72 1.087, H73 1.087
70 C -2.952 4.424 0.585  C69 1.530, C71 1.540, H74 1.088, H75 1.088
71 C -2.109 3.392 1.357  C67 1.516, C70 1.540, H76 1.088, H77 1.088
72 H -3.248 6.367 1.618  C69 1.087
73 H -4.638 5.251 1.737  C69 1.087
74 H -2.330 4.976 -0.114  C70 1.088
75 H -3.742 3.948 0.008  C70 1.088
76 H -1.059 3.542 1.116  C71 1.088
77 H -2.406 2.361 1.174  C71 1.088
78 O -5.572 2.139 0.559  C79 1.195
79 C -5.166 1.254 -0.135  O78 1.195, O80 1.351, C83 1.526
80 O -4.508 0.194 0.383  C79 1.351, C81 1.440
81 C -3.970 -0.668 -0.638  O80 1.440, C82 1.534, H84 1.090, H85 1.085
82 C -4.012 0.176 -1.917  C81 1.534, C83 1.528, H86 1.095, H87 1.086
83 C -5.164 1.146 -1.657  C79 1.526, C82 1.528, H88 1.087, H89 1.090
84 H -4.651 -1.513 -0.746  C81 1.090
85 H -2.963 -0.934 -0.334  C81 1.085
86 H -4.275 -0.472 -2.760  C82 1.095
87 H -3.065 0.642 -2.175  C82 1.086
88 H -6.125 0.783 -2.013  C83 1.087
89 H -4.968 2.158 -2.011  C83 1.090
90 O -6.369 0.246 5.176  C91 1.192
91 C -5.247 0.039 4.832  O90 1.192, O92 1.358, C95 1.516
92 O -4.479 -0.901 5.440  C91 1.358, C93 1.427
93 C -3.221 -1.030 4.779  O92 1.427, C94 1.530, H96 1.093, H97 1.092
94 C -3.347 -0.296 3.442  C93 1.530, C95 1.539, H98 1.091, H99 1.090
95 C -4.450 0.734 3.745  C91 1.516, C94 1.539, H100 1.087, H101 1.090
96 H -3.029 -2.094 4.615  C93 1.093
97 H -2.423 -0.644 5.417  C93 1.092
98 H -3.740 -0.945 2.658  C94 1.091
99 H -2.403 0.085 3.053  C94 1.090
100 H -5.111 0.882 2.894  C95 1.087
101 H -4.136 1.698 4.145  C95 1.090
102 O 2.765 -1.702 -6.153  C103 1.195
103 C 1.658 -1.984 -5.798  O102 1.195, O104 1.342, C107 1.522
104 O 0.668 -1.080 -5.731  C103 1.342, C105 1.429
105 C -0.557 -1.632 -5.243  O104 1.429, C106 1.546, H108 1.088, H109 1.092
106 C -0.309 -3.153 -5.127  C105 1.546, C107 1.539, H110 1.087, H111 1.089
107 C 1.222 -3.299 -5.168  C103 1.522, C106 1.539, H112 1.087, H113 1.086
108 H -1.371 -1.404 -5.928  C105 1.088
109 H -0.765 -1.189 -4.267  C105 1.092
110 H -0.817 -3.659 -5.944  C106 1.087
111 H -0.661 -3.528 -4.167  C106 1.089
112 H 1.478 -4.110 -5.846  C107 1.087
113 H 1.695 -3.420 -4.198  C107 1.086
114 O -3.645 4.412 -4.205  C115 1.196
115 C -2.804 3.602 -3.943  O114 1.196, O116 1.350, C119 1.526
116 O -1.891 3.796 -2.968  C115 1.350, C117 1.455
117 C -0.919 2.714 -2.940  O116 1.455, C118 1.528, H120 1.091, H121 1.083
118 C -1.015 2.167 -4.363  C117 1.528, C119 1.516, H122 1.090, H123 1.094
119 C -2.499 2.286 -4.651  C115 1.526, C118 1.516, H124 1.090, H125 1.085
120 H -1.249 1.963 -2.221  C117 1.091
121 H 0.045 3.115 -2.652  C117 1.083
122 H -0.585 1.172 -4.480  C118 1.090
123 H -0.420 2.784 -5.043  C118 1.094
124 H -3.064 1.505 -4.143  C119 1.090
125 H -2.785 2.404 -5.691  C119 1.085
126 O -0.142 -5.973 -2.869  C127 1.202
127 C -0.915 -5.335 -2.205  O126 1.202, O128 1.337, C131 1.511
128 O -0.515 -4.555 -1.196  C127 1.337, C129 1.441
129 C -1.606 -3.800 -0.635  O128 1.441, C130 1.532, H132 1.087, H133 1.087
130 C -2.774 -3.977 -1.611  C129 1.532, C131 1.530, H134 1.092, H135 1.095
131 C -2.416 -5.263 -2.358  C127 1.511, C130 1.530, H136 1.089, H137 1.089
132 H -1.288 -2.770 -0.494  C129 1.087
133 H -1.859 -4.227 0.332  C129 1.087
134 H -2.976 -3.097 -2.225  C130 1.092
135 H -3.705 -4.083 -1.044  C130 1.095
136 H -2.740 -5.212 -3.396  C131 1.089
137 H -2.920 -6.134 -1.939  C131 1.089
138 O -0.233 -5.845 1.998  C139 1.198
139 C 0.032 -4.812 2.545  O138 1.198, O140 1.345, C143 1.506
140 O -0.666 -3.686 2.312  C139 1.345, C141 1.439
141 C -0.249 -2.616 3.180  O140 1.439, C142 1.532, H144 1.084, H145 1.091
142 C 0.594 -3.284 4.271  C141 1.532, C143 1.520, H146 1.092, H147 1.091
143 C 1.097 -4.537 3.573  C139 1.506, C142 1.520, H148 1.088, H149 1.093
144 H -1.126 -2.123 3.584  C141 1.084
145 H 0.374 -1.944 2.587  C141 1.091
146 H -0.004 -3.527 5.153  C142 1.092
147 H 1.418 -2.670 4.639  C142 1.091
148 H 1.293 -5.409 4.194  C143 1.088
149 H 2.058 -4.372 3.080  C143 1.093


# 2
# C48H72O36

12 unconnected molecules or ions with the total composition C48H72O36 (ωB97M-V/def2-TZVPD, the OMol25 dataset).

Computed properties:
- Total charge: 0
- HOMO level: -9.88 eV
- LUMO energy: -0.80 eV

Last columns: bonded neighbours and bond lengths (Å).
Cartesian coordinates (Å):
1 C 2.336 -2.570 5.716  C2 1.573, H8 1.090, H9 1.090, H10 1.090
2 C 3.480 -3.444 5.081  C1 1.573, C3 1.523, O7 1.387, H11 1.090
3 C 3.729 -3.250 3.592  C2 1.523, O4 1.382, H12 1.090, H13 1.090
4 O 5.111 -3.239 3.580  C3 1.382, C5 1.324
5 C 5.630 -3.097 4.790  O4 1.324, O6 1.233, O7 1.345
6 O 6.824 -2.837 4.964  C5 1.233
7 O 4.641 -3.002 5.697  C2 1.387, C5 1.345
8 H 2.412 -1.511 5.469  C1 1.090
9 H 2.427 -2.619 6.801  C1 1.090
10 H 1.313 -2.832 5.445  C1 1.090
11 H 3.270 -4.497 5.268  C2 1.090
12 H 3.511 -2.256 3.202  C3 1.090
13 H 3.340 -3.999 2.902  C3 1.090
14 C -0.065 -5.647 0.665  C15 1.540, H21 1.090, H22 1.090, H23 1.090
15 C -1.293 -6.575 0.611  C14 1.540, C16 1.516, O20 1.396, H24 1.090
16 C -1.002 -8.062 0.583  C15 1.516, O17 1.425, H25 1.090, H26 1.090
17 O -1.725 -8.574 1.699  C16 1.425, C18 1.306
18 C -2.412 -7.636 2.293  O17 1.306, O19 1.217, O20 1.323
19 O -3.109 -7.794 3.279  C18 1.217
20 O -2.037 -6.472 1.788  C15 1.396, C18 1.323
21 H 0.400 -5.821 -0.305  C14 1.090
22 H 0.526 -5.941 1.533  C14 1.090
23 H -0.323 -4.600 0.824  C14 1.090
24 H -1.937 -6.302 -0.225  C15 1.090
25 H 0.082 -8.162 0.525  C16 1.090
26 H -1.469 -8.462 -0.317  C16 1.090
27 C -4.446 3.204 4.189  C28 1.553, H34 1.090, H35 1.090, H36 1.090
28 C -3.679 2.075 3.446  C27 1.553, C29 1.533, O33 1.358, H37 1.090
29 C -2.450 2.457 2.614  C28 1.533, O30 1.430, H38 1.090, H39 1.090
30 O -1.451 1.614 3.191  C29 1.430, C31 1.314
31 C -1.960 0.751 4.042  O30 1.314, O32 1.223, O33 1.312
32 O -1.352 -0.105 4.669  C31 1.223
33 O -3.216 1.074 4.239  C28 1.358, C31 1.312
34 H -3.840 3.825 4.849  C27 1.090
35 H -5.292 2.824 4.761  C27 1.090
36 H -4.949 3.872 3.490  C27 1.090
37 H -4.395 1.463 2.898  C28 1.090
38 H -2.162 3.505 2.700  C29 1.090
39 H -2.675 2.292 1.560  C29 1.090
40 C -2.801 -3.252 -0.311  C41 1.548, H47 1.090, H48 1.090, H49 1.090
41 C -4.116 -3.760 -0.949  C40 1.548, C42 1.525, O46 1.410, H50 1.090
42 C -4.700 -2.772 -1.953  C41 1.525, O43 1.385, H51 1.090, H52 1.090
43 O -4.901 -3.511 -3.106  C42 1.385, C44 1.338
44 C -4.488 -4.773 -2.936  O43 1.338, O45 1.275, O46 1.345
45 O -4.365 -5.638 -3.864  C44 1.275
46 O -3.990 -4.948 -1.699  C41 1.410, C44 1.345
47 H -2.062 -3.290 -1.111  C40 1.090
48 H -2.483 -3.872 0.528  C40 1.090
49 H -2.690 -2.237 0.071  C40 1.090
50 H -4.817 -3.868 -0.121  C41 1.090
51 H -3.949 -2.008 -2.153  C42 1.090
52 H -5.610 -2.319 -1.560  C42 1.090
53 C 4.610 -0.175 -2.755  C54 1.526, H60 1.090, H61 1.090, H62 1.090
54 C 4.506 1.249 -3.293  C53 1.526, C55 1.559, O59 1.391, H63 1.090
55 C 3.690 2.201 -2.365  C54 1.559, O56 1.428, H64 1.090, H65 1.090
56 O 4.635 3.258 -2.196  C55 1.428, C57 1.359
57 C 5.793 3.021 -2.869  O56 1.359, O58 1.196, O59 1.305
58 O 6.637 3.866 -2.925  C57 1.196
59 O 5.766 1.829 -3.400  C54 1.391, C57 1.305
60 H 5.218 -0.762 -3.443  C53 1.090
61 H 3.717 -0.800 -2.749  C53 1.090
62 H 5.073 -0.216 -1.769  C53 1.090
63 H 4.003 1.306 -4.259  C54 1.090
64 H 3.511 1.621 -1.460  C55 1.090
65 H 2.703 2.376 -2.792  C55 1.090
66 C -1.326 -4.538 -6.850  C67 1.498, H73 1.090, H74 1.090, H75 1.090
67 C -1.189 -3.255 -6.089  C66 1.498, C68 1.490, O72 1.460, H76 1.090
68 C -2.415 -2.621 -5.526  C67 1.490, O69 1.353, H77 1.090, H78 1.090
69 O -2.138 -2.200 -4.271  C68 1.353, C70 1.377
70 C -0.980 -2.825 -3.867  O69 1.377, O71 1.219, O72 1.370
71 O -0.544 -2.810 -2.729  C70 1.219
72 O -0.439 -3.575 -4.878  C67 1.460, C70 1.370
73 H -0.331 -4.798 -7.212  C66 1.090
74 H -2.039 -4.333 -7.648  C66 1.090
75 H -1.843 -5.334 -6.313  C66 1.090
76 H -0.532 -2.603 -6.665  C67 1.090
77 H -3.272 -3.291 -5.464  C68 1.090
78 H -2.750 -1.789 -6.145  C68 1.090
79 C -1.492 6.921 -1.162  C80 1.578, H86 1.090, H87 1.090, H88 1.090
80 C -1.272 5.772 -0.102  C79 1.578, C81 1.498, O85 1.421, H89 1.090
81 C -2.266 4.661 -0.249  C80 1.498, O82 1.359, H90 1.090, H91 1.090
82 O -1.480 3.551 -0.228  C81 1.359, C83 1.349
83 C -0.158 3.816 -0.262  O82 1.349, O84 1.221, O85 1.308
84 O 0.789 3.051 -0.340  C83 1.221
85 O -0.030 5.117 -0.321  C80 1.421, C83 1.308
86 H -1.714 6.549 -2.162  C79 1.090
87 H -0.684 7.651 -1.206  C79 1.090
88 H -2.365 7.426 -0.749  C79 1.090
89 H -1.328 6.258 0.871  C80 1.090
90 H -2.761 4.732 -1.217  C81 1.090
91 H -3.065 4.632 0.493  C81 1.090
92 C 6.100 3.631 0.886  C93 1.515, H99 1.090, H100 1.090, H101 1.090
93 C 6.474 2.200 0.559  C92 1.515, C94 1.541, O98 1.398, H102 1.090
94 C 7.346 1.449 1.584  C93 1.541, O95 1.423, H103 1.090, H104 1.090
95 O 6.631 0.244 1.828  C94 1.423, C96 1.337
96 C 5.476 0.271 1.155  O95 1.337, O97 1.245, O98 1.327
97 O 4.656 -0.662 1.233  C96 1.245
98 O 5.314 1.421 0.514  C93 1.398, C96 1.327
99 H 6.959 4.258 1.128  C92 1.090
100 H 5.382 3.684 1.704  C92 1.090
101 H 5.612 4.166 0.072  C92 1.090
102 H 6.957 2.179 -0.418  C93 1.090
103 H 7.361 2.097 2.460  C94 1.090
104 H 8.325 1.268 1.141  C94 1.090
105 C -0.875 -0.005 -0.250  C106 1.584, H112 1.090, H113 1.090, H114 1.090
106 C 0.331 -0.861 0.317  C105 1.584, C107 1.568, O111 1.356, H115 1.090
107 C 1.323 -0.063 1.232  C106 1.568, O108 1.422, H116 1.090, H117 1.090
108 O 1.388 -0.933 2.356  C107 1.422, C109 1.320
109 C 0.441 -1.848 2.262  O108 1.320, O110 1.257, O111 1.323
110 O 0.286 -2.893 2.943  C109 1.257
111 O -0.329 -1.647 1.204  C106 1.356, C109 1.323
112 H -1.510 0.428 0.523  C105 1.090
113 H -1.501 -0.550 -0.957  C105 1.090
114 H -0.616 0.860 -0.860  C105 1.090
115 H 0.810 -1.381 -0.513  C106 1.090
116 H 0.935 0.936 1.432  C107 1.090
117 H 2.306 0.025 0.770  C107 1.090
118 C -7.072 3.132 -2.746  C119 1.547, H125 1.090, H126 1.090, H127 1.090
119 C -5.717 3.115 -2.000  C118 1.547, C120 1.547, O124 1.423, H128 1.090
120 C -5.783 3.395 -0.480  C119 1.547, O121 1.437, H129 1.090, H130 1.090
121 O -5.020 2.301 0.055  C120 1.437, C122 1.348
122 C -4.544 1.517 -0.933  O121 1.348, O123 1.235, O124 1.366
123 O -3.801 0.542 -0.771  C122 1.235
124 O -5.157 1.812 -2.117  C119 1.423, C122 1.366
125 H -7.725 2.365 -2.329  C118 1.090
126 H -6.931 2.926 -3.807  C118 1.090
127 H -7.531 4.120 -2.724  C118 1.090
128 H -5.092 3.880 -2.461  C119 1.090
129 H -6.861 3.376 -0.324  C120 1.090
130 H -5.377 4.373 -0.222  C120 1.090
131 C -1.594 3.699 -3.570  C132 1.527, H138 1.090, H139 1.090, H140 1.090
132 C -1.519 2.252 -3.089  C131 1.527, C133 1.562, O137 1.409, H141 1.090
133 C -1.774 1.170 -4.187  C132 1.562, O134 1.444, H142 1.090, H143 1.090
134 O -0.673 0.237 -4.220  C133 1.444, C135 1.325
135 C 0.323 0.832 -3.580  O134 1.325, O136 1.247, O137 1.417
136 O 1.477 0.383 -3.430  C135 1.247
137 O -0.150 1.980 -2.898  C132 1.409, C135 1.417
138 H -1.096 3.772 -4.537  C131 1.090
139 H -1.122 4.324 -2.812  C131 1.090
140 H -2.586 4.136 -3.682  C131 1.090
141 H -1.954 2.084 -2.103  C132 1.090
142 H -1.732 1.518 -5.219  C133 1.090
143 H -2.713 0.650 -4.000  C133 1.090
144 C 2.884 2.428 3.090  C145 1.564, H151 1.090, H152 1.090, H153 1.090
145 C 2.796 1.435 4.296  C144 1.564, C146 1.550, O150 1.414, H154 1.090
146 C 4.120 0.632 4.376  C145 1.550, O147 1.420, H155 1.090, H156 1.090
147 O 4.267 0.516 5.783  C146 1.420, C148 1.362
148 C 3.401 1.321 6.460  O147 1.362, O149 1.235, O150 1.338
149 O 3.422 1.438 7.689  C148 1.235
150 O 2.661 2.007 5.581  C145 1.414, C148 1.338
151 H 3.414 3.344 3.350  C144 1.090
152 H 1.854 2.718 2.883  C144 1.090
153 H 3.243 2.067 2.126  C144 1.090
154 H 2.023 0.700 4.072  C145 1.090
155 H 4.891 1.234 3.895  C146 1.090
156 H 4.108 -0.348 3.898  C146 1.090


Number 1: energy -4439.15838 a.u., frontier orbital gap 9.14 eV. Number 2: energy -4580.90540 a.u., frontier orbital gap 9.08 eV.